DFT (the ωB97M-V functional and the def2-TZVPD basis) results for C4H10N2 in the gas phase at a distorted geometry.

Properties
M, g/mol: 86.138
SMILES string: CN/C(C)=C/N
Orbital gap, eV: 8.592
ΔE to the lowest compared entry with this formula, charge and spin, kcal/mol: 43.6
HOMO level, eV: -7.52

Each line ends with the Löwdin charge.
Cartesian coordinates (Å):
C  1.041  1.955  0.348  -0.131
N  1.226  0.522  0.241  -0.111
C  0.068  -0.376  0.128  -0.337
C  -1.038  -0.265  1.120  -0.049
C  0.121  -0.888  -1.080  -0.117
N  -0.984  -1.857  -1.483  0.000
H  1.897  2.397  0.860  0.072
H  0.919  2.448  -0.626  0.074
H  0.161  2.192  0.945  0.069
H  2.064  0.246  -0.256  0.101
H  -1.495  -1.243  1.265  0.073
H  -1.824  0.410  0.781  0.086
H  -0.637  0.116  2.058  0.081
H  0.939  -0.990  -1.775  0.102
H  -0.658  -2.803  -1.641  0.048
H  -1.802  -1.865  -0.885  0.038


DFT (the ωB97M-V functional and the def2-TZVPD basis) results for C2H6N2S3 in the gas phase at a distorted geometry.

Properties
M, g/mol: 154.285
SMILES string: CS/C(=N\S)NS
Orbital gap, eV: 8.920
ΔE to the lowest compared entry with this formula, charge and spin, kcal/mol: 20.8
HOMO level, eV: -8.43

Each line ends with the Löwdin charge.
Cartesian coordinates (Å):
C  -0.944  0.371  -1.835  -0.409
S  0.526  -0.628  -1.346  0.851
C  0.415  -0.237  0.411  -0.823
N  -0.477  -0.449  1.325  -0.409
S  -2.022  -1.043  0.895  0.690
N  1.718  0.129  0.902  -0.466
S  2.056  0.469  2.557  0.737
H  -0.700  0.713  -2.839  0.024
H  -1.108  1.204  -1.169  0.038
H  -1.879  -0.183  -1.925  0.016
H  -1.624  -2.052  0.091  -0.142
H  2.541  0.040  0.299  0.056
H  1.497  1.665  2.633  -0.163